Record 1
88
Properties=species:S:1:pos:R:3:forces:R:3:lowdin_charge:R:1 method="wB97M-V/def2-TZVPD" gap_ev=6.7 energy_ha=-8118.62982 charge=-1 multiplicity=1 e_lumo_ev=2.2 max_force_ev_per_a=0.6 relative_energy_ev=0.2209
Ti -0.17076 -0.01042 -0.55855 0.6 -0.1 -0.2 0.80
O -0.76336 1.13483 3.58870 0.0 0.0 0.1 0.15
C -0.90031 0.78189 2.31089 0.0 0.0 0.0 -0.45
O -0.14711 0.01066 1.76843 0.0 0.0 -0.1 0.05
C -2.12363 1.43166 1.69980 0.0 0.0 0.0 -0.08
O -2.16315 1.35480 0.29674 0.0 0.0 -0.1 -0.21
C -1.96290 2.61818 -0.34723 0.0 0.1 0.0 -0.08
C -0.48333 2.98712 -0.30930 0.1 0.0 0.1 -0.64
O -0.14890 4.15407 -0.41154 0.0 0.0 0.0 0.05
O 0.27526 1.96415 -0.13154 -0.1 0.1 -0.1 -0.21
H 0.03993 0.70927 3.92890 0.0 0.0 0.0 0.14
H -2.99290 0.90513 2.10772 0.0 0.0 0.0 0.14
H -2.16019 2.46661 2.04759 0.0 0.0 0.0 0.15
H -2.27573 2.48758 -1.38310 0.0 0.0 0.0 0.13
H -2.57009 3.39712 0.11807 0.0 0.0 0.0 0.13
C -4.66583 -0.50986 0.25796 0.0 0.0 0.0 -0.18
Si -3.37085 -1.21222 -0.93237 0.1 0.0 0.0 0.40
C -4.03681 -2.88535 -1.49477 0.0 -0.1 0.0 -0.18
C -3.34104 -0.08647 -2.43296 0.1 0.0 0.0 -0.16
N -1.79959 -1.38089 -0.21993 -0.1 0.1 0.0 -0.14
C -1.55406 -2.47025 0.58175 0.0 0.0 0.0 -0.33
C -2.46702 -3.20354 1.36087 0.0 0.0 0.0 -0.05
C -2.05506 -4.27790 2.14432 0.0 0.0 0.0 -0.11
C -0.72777 -4.67524 2.19528 0.0 0.0 0.0 -0.11
C 0.21016 -3.98419 1.42721 0.0 -0.1 0.0 -0.01
C -0.24099 -2.94445 0.66461 0.0 0.0 0.0 -0.22
F 0.64336 -2.24960 -0.11865 0.0 0.0 0.0 -0.05
H -5.67718 -0.73338 -0.09259 0.0 0.0 0.0 0.03
H -4.56680 0.57508 0.32430 0.0 0.0 0.0 0.01
H -4.56727 -0.92443 1.26480 0.0 0.0 0.0 0.02
H -4.67620 -2.75307 -2.37111 0.0 0.0 0.0 0.03
H -4.62523 -3.38655 -0.72410 0.0 0.0 0.0 0.02
H -3.21843 -3.55208 -1.77490 0.0 0.0 0.0 0.02
H -4.26849 0.48870 -2.50051 0.0 0.0 0.0 0.03
H -3.23586 -0.67239 -3.34817 0.0 0.0 0.0 0.02
H -2.49584 0.60058 -2.40682 0.0 0.0 0.0 -0.01
H -3.51130 -2.91950 1.35802 0.0 0.0 0.0 0.08
H -2.79482 -4.80884 2.73216 0.0 0.0 0.0 0.09
H -0.41948 -5.50450 2.81737 0.0 0.0 0.0 0.09
H 1.26317 -4.23706 1.42078 0.0 0.0 0.0 0.11
Cl -0.76879 -2.56223 -3.54298 0.0 0.0 0.0 0.72
C -0.14541 -1.16700 -4.36855 0.0 0.0 0.1 -0.60
C 0.07132 -1.23018 -5.73134 0.0 0.0 -0.1 -0.13
C 0.61181 -0.13907 -6.39457 0.0 0.0 0.0 -0.11
C 0.92658 1.01050 -5.68438 0.0 0.0 0.0 -0.12
C 0.69794 1.06048 -4.32391 0.0 0.0 0.1 -0.58
Cl 1.09146 2.49577 -3.43742 0.0 0.0 0.0 0.75
C 0.15819 -0.02572 -3.60392 0.2 0.2 0.0 -0.44
N -0.01840 0.03392 -2.26423 -0.5 -0.2 0.3 -0.13
H -0.17319 -2.13875 -6.26522 0.0 0.0 0.0 0.10
H 0.79133 -0.18548 -7.46042 0.0 0.0 0.0 0.09
H 1.35783 1.87000 -6.17945 0.0 0.0 0.0 0.10
C 3.36841 3.55604 -0.54141 0.0 0.0 0.0 -0.24
Ge 3.49021 1.93355 0.55627 0.0 0.0 0.0 0.69
C 2.60158 2.32388 2.27602 0.0 0.0 0.0 -0.25
C 5.39497 1.66458 1.01651 0.0 0.0 0.0 -0.26
Ge 2.51398 -0.08177 -0.39894 -0.2 0.0 -0.1 0.88
C 3.37792 -0.39256 -2.15820 0.0 0.0 0.0 -0.35
C 2.95733 -1.47206 -2.93946 0.0 0.0 0.0 -0.14
C 3.47284 -1.69183 -4.20936 0.0 0.0 0.0 -0.10
C 4.42153 -0.82373 -4.73207 0.0 0.0 0.0 -0.11
C 4.85506 0.25396 -3.97370 0.0 0.0 0.0 -0.10
C 4.33875 0.46097 -2.69972 0.0 0.0 0.0 -0.12
C 3.30432 -1.50741 0.74958 0.0 0.0 0.0 -0.35
C 2.89880 -1.60840 2.08349 0.1 0.0 0.0 -0.14
C 3.36596 -2.61849 2.91294 0.0 0.0 0.0 -0.11
C 4.24985 -3.56908 2.41840 0.0 0.0 0.0 -0.12
C 4.66182 -3.49032 1.09548 0.0 0.0 0.0 -0.10
C 4.19680 -2.46888 0.27406 0.0 0.0 0.1 -0.11
H 3.91913 4.37396 -0.07083 0.0 0.0 0.0 0.01
H 2.32372 3.84672 -0.64785 0.0 0.0 0.0 -0.01
H 3.78317 3.38486 -1.53603 0.0 0.0 0.0 0.00
H 3.05660 3.19684 2.74900 0.0 0.0 0.0 0.01
H 2.69908 1.47151 2.95233 0.0 0.0 0.0 0.00
H 1.54757 2.53485 2.09748 0.0 0.0 0.0 0.00
H 5.79895 2.53332 1.54100 0.0 0.0 0.0 0.00
H 5.99003 1.49522 0.11757 0.0 0.0 0.0 0.00
H 5.49731 0.78713 1.65753 0.0 0.0 0.0 0.00
H 2.19290 -2.14017 -2.55273 0.0 0.0 0.0 0.09
H 3.11659 -2.52807 -4.79982 0.0 0.0 0.0 0.10
H 4.81378 -0.98223 -5.72975 0.0 0.0 0.0 0.09
H 5.59205 0.93906 -4.37700 0.0 0.0 0.0 0.09
H 4.68476 1.31192 -2.12342 0.0 0.0 0.0 0.07
H 2.18384 -0.89031 2.47009 0.0 0.0 0.0 0.07
H 3.03186 -2.67421 3.94313 0.0 0.0 0.0 0.09
H 4.61231 -4.36391 3.05942 0.0 0.0 0.0 0.09
H 5.34993 -4.22881 0.69974 0.0 0.0 0.0 0.09
H 4.53378 -2.42100 -0.75548 0.0 0.0 0.0 0.09

---

Record 2
108
Properties=species:S:1:pos:R:3:forces:R:3:lowdin_charge:R:1 method="wB97M-V/def2-TZVPD" gap_ev=5.9 energy_ha=-6496.55633 charge=0 multiplicity=1 e_lumo_ev=-1.1 max_force_ev_per_a=0.2 relative_energy_ev=0.1085
Ir 0.29041 -0.53445 0.04581 -0.1 0.0 -0.1 0.86
S 1.33846 2.42275 6.47834 0.0 0.0 0.0 1.06
C 2.70005 3.45349 6.47489 0.0 0.0 0.0 -0.41
C 3.28787 3.50683 5.24989 0.0 0.0 0.0 -0.17
C 2.62353 2.69821 4.29347 0.0 0.0 0.0 -0.11
C 1.53980 2.04126 4.80953 0.0 0.0 0.0 -0.48
C 0.61999 1.13505 4.11682 -0.1 -0.1 0.0 -0.17
C 0.85790 0.81692 2.76588 0.1 0.0 0.0 -0.07
N 0.07390 0.03364 2.05995 -0.1 0.0 0.0 -0.03
C -1.01576 -0.51199 2.65136 0.0 0.1 0.0 -0.13
C -1.33440 -0.26938 3.98843 0.0 0.0 0.0 -0.12
C -2.50555 -0.89141 4.54150 0.0 0.0 0.0 -0.01
C -3.28126 -1.70266 3.79061 0.0 0.0 0.0 -0.01
C -2.96173 -1.97208 2.41595 0.0 0.0 0.0 -0.12
C -3.71122 -2.83205 1.60109 0.1 0.0 -0.1 0.06
C -3.32791 -3.05658 0.29471 -0.1 0.0 0.2 -0.17
C -2.18457 -2.38401 -0.17732 0.0 0.1 -0.2 -0.07
N -1.46982 -1.57276 0.56935 0.2 0.0 0.0 -0.01
C -1.83704 -1.36461 1.85605 -0.1 -0.1 0.0 -0.13
C -4.06776 -3.96195 -0.58761 -0.1 -0.1 0.0 -0.47
C -5.29886 -4.52311 -0.37533 0.0 0.0 0.0 -0.12
C -5.71161 -5.36965 -1.43184 0.0 0.0 0.0 -0.18
C -4.78791 -5.43780 -2.43037 0.0 0.0 0.0 -0.40
S -3.41851 -4.48007 -2.09551 0.0 -0.1 0.0 1.09
C -0.48872 0.57679 4.71900 0.0 0.0 0.0 0.04
H 2.99191 3.96558 7.37671 0.0 0.0 0.0 0.07
H 4.15964 4.10467 5.03095 0.0 0.0 0.0 0.11
H 2.94012 2.62425 3.26313 0.0 0.0 0.0 0.11
H 1.70855 1.21809 2.22971 0.0 0.0 0.0 0.06
H -2.75420 -0.69297 5.57629 0.0 0.0 0.0 0.12
H -4.16230 -2.16860 4.21349 0.0 0.0 0.0 0.12
H -4.58099 -3.32386 2.01696 0.0 0.0 0.0 0.12
H -1.82397 -2.49924 -1.19635 0.0 0.0 0.1 0.03
H -5.90485 -4.33114 0.49790 0.0 0.0 0.0 0.11
H -6.65369 -5.89650 -1.45184 0.0 0.0 0.0 0.10
H -4.84129 -5.99844 -3.34891 0.0 0.0 0.0 0.07
H -0.72347 0.78671 5.75600 0.0 0.0 0.0 0.11
C 5.75669 -6.86753 2.67492 0.0 0.0 0.0 -0.04
C 4.89406 -5.77449 2.11174 0.0 0.0 0.0 -0.25
C 3.82732 -5.26170 2.83799 0.0 0.0 0.0 0.00
C 3.00093 -4.26898 2.32959 0.0 0.0 0.0 -0.18
C 1.86646 -3.76708 3.17992 0.0 0.0 0.0 -0.03
C 3.27762 -3.76599 1.04326 0.0 0.0 0.0 -0.09
C 2.48385 -2.70696 0.43881 0.0 0.1 -0.1 -0.23
O 1.41021 -2.30338 0.88212 0.0 0.0 0.1 -0.16
C 4.36543 -4.26311 0.29482 0.0 0.0 0.0 -0.19
C 4.69603 -3.74035 -1.08047 0.0 0.0 0.0 -0.03
C 5.14732 -5.26528 0.84203 0.0 0.0 0.0 0.00
H 5.56242 -7.02109 3.73515 0.0 0.0 0.0 0.08
H 6.81453 -6.63614 2.54722 0.0 0.0 0.0 0.08
H 5.56415 -7.80898 2.15667 0.0 0.0 0.0 0.09
H 3.63232 -5.64649 3.83261 0.0 0.0 0.0 0.12
H 1.92984 -4.20402 4.17585 0.0 0.0 0.0 0.08
H 0.90145 -4.02461 2.74258 0.0 0.0 0.0 0.09
H 1.88418 -2.68026 3.26886 0.0 0.0 0.0 0.08
H 2.87014 -2.24301 -0.47472 0.0 0.0 0.0 0.04
H 3.85396 -3.83384 -1.76763 0.0 0.0 0.0 0.09
H 5.53553 -4.29476 -1.49584 0.0 0.0 0.0 0.08
H 4.97366 -2.68502 -1.05351 0.0 0.0 0.0 0.09
H 5.98065 -5.65679 0.26950 0.0 0.0 0.0 0.12
C -0.17437 1.00854 -7.59184 0.0 0.0 0.0 -0.05
C 0.03011 0.30602 -6.27846 0.0 0.0 0.0 -0.26
C -0.98020 -0.44595 -5.69668 0.0 0.0 0.0 -0.02
C -0.80727 -1.07897 -4.47170 0.0 0.0 0.1 -0.31
C -1.92458 -1.93240 -3.93241 0.0 0.0 -0.1 -0.12
C 0.40555 -0.92999 -3.78365 0.2 0.1 0.0 -0.47
Se 0.61557 -1.82099 -2.08347 -0.1 -0.1 0.0 0.77
C 1.46304 -0.23257 -4.38631 -0.2 0.0 0.0 -0.28
C 2.84718 -0.11641 -3.81409 0.0 0.0 0.1 -0.07
C 1.24503 0.38099 -5.61602 -0.1 0.0 0.0 -0.02
H -1.17768 0.83473 -7.98012 0.0 0.0 0.0 0.07
H 0.54261 0.66065 -8.33780 0.0 0.0 0.0 0.08
H -0.03516 2.08534 -7.48225 0.0 0.0 0.0 0.08
H -1.93226 -0.54670 -6.20748 0.0 0.0 0.0 0.11
H -2.75532 -1.96777 -4.63806 0.0 0.0 0.0 0.08
H -2.30352 -1.54801 -2.98322 0.0 0.0 0.0 0.04
H -1.57621 -2.95264 -3.75634 0.0 0.1 0.0 0.04
H 2.91928 -0.54776 -2.82070 0.0 0.0 0.1 0.01
H 3.13228 0.93402 -3.77207 0.1 0.1 0.0 0.07
H 3.56341 -0.62762 -4.46323 0.0 0.0 0.0 0.09
H 2.05709 0.94948 -6.05797 0.0 0.0 0.0 0.13
C -2.47498 3.24847 -1.31096 0.0 0.0 0.0 -0.10
C -1.79539 3.27272 -0.10602 0.0 0.0 0.0 -0.10
C -1.01003 2.19380 0.28570 0.1 0.0 0.0 -0.13
C -0.85429 1.05673 -0.51596 0.0 0.0 0.0 -0.33
C -1.55598 1.06124 -1.72212 0.0 -0.1 0.0 -0.13
C -2.34949 2.12698 -2.11695 0.0 0.0 0.0 -0.08
H -3.07350 4.09379 -1.62497 0.0 0.0 0.0 0.10
H -1.85399 4.14556 0.53377 0.0 0.0 0.0 0.10
H -0.47670 2.30127 1.21973 0.1 0.0 0.1 0.07
H -1.43364 0.23881 -2.40593 0.0 -0.1 0.0 0.04
H -2.84680 2.08690 -3.07935 0.0 0.0 0.0 0.10
O 1.91730 3.44643 -4.14883 0.0 0.0 0.0 -0.29
S 1.89077 3.72754 -2.74192 0.0 -0.1 -0.1 0.64
O 1.16216 4.86760 -2.27464 0.0 0.0 0.0 -0.28
N 1.42840 2.36569 -1.91814 0.0 0.1 0.0 -0.02
C 2.38491 1.91942 -1.18310 -0.1 -0.2 -0.1 -0.70
S 2.34106 0.52860 -0.17382 0.1 0.2 0.1 0.69
C 3.67375 2.68305 -1.24588 0.0 0.0 0.1 -0.23
C 4.87059 2.45408 -0.58734 0.0 0.0 0.0 -0.04
C 5.92203 3.33401 -0.81322 0.0 0.0 0.0 -0.07
C 5.77766 4.41875 -1.67350 0.0 0.0 0.0 -0.07
C 4.57568 4.64748 -2.33332 0.0 0.0 0.0 -0.03
C 3.54708 3.75992 -2.10032 -0.1 0.0 0.0 -0.22
H 4.97908 1.60882 0.07959 0.0 0.0 0.0 0.09
H 6.86872 3.17473 -0.31347 0.0 0.0 0.0 0.10
H 6.61173 5.08991 -1.83118 0.0 0.0 0.0 0.10
H 4.45026 5.48705 -3.00365 0.0 0.0 0.0 0.12